No. 1
C5H4ClFO | ωB97M-V/def2-TZVPD

Its charge is 0. As for the structure (SMILES): C#C[C@@H]1[C@H](O)[C@]1(F)Cl. The HOMO energy is -9.97 eV. The calculated total energy is -22533.540 eV. The value obtained for the molar mass is 134.54 g mol⁻¹. The spin multiplicity is 1. The energy above the lowest of the compared OMol25 structures with the same formula, charge and spin is 284.4 kJ/mol.

Each line ends with the Mulliken charge.
Positions of all 12 atoms, in Å:
C  -2.211  1.116  -0.251  -0.071
H  -3.005  1.832  -0.150  0.397
C  1.326  0.135  -0.139  0.851
O  0.052  -0.771  1.724  -0.523
H  0.991  -1.962  0.191  0.335
C  0.032  -0.243  -0.721  -0.222
H  0.244  -0.831  -1.646  0.296
H  -0.767  -0.222  1.461  0.304
Cl  1.618  1.716  0.557  -0.176
F  2.299  -0.279  -0.951  -0.250
C  -1.204  0.516  -0.621  -0.638
C  0.624  -1.005  0.546  -0.302

Force components x, y, z for each atom (eV/Å):
C 2.027 -0.764 -1.146
H 0.081 -0.381 0.147
C -0.121 0.291 0.467
O -2.626 0.875 0.608
H 0.007 -0.301 0.933
C -1.022 -0.917 -1.102
H -0.707 0.695 0.706
H 1.279 -1.026 1.235
Cl -0.103 -0.590 0.006
F 1.576 0.052 -0.615
C -1.053 0.666 1.355
C 0.663 1.399 -2.594

No. 2
C7H10N | ωB97M-V/def2-TZVPD

Its charge is +1. The HOMO energy is -13.41 eV. The calculated total energy is -8899.388 eV. The value obtained for the molar mass is 108.16 g mol⁻¹. The spin multiplicity is 1. The energy above the lowest of the compared OMol25 structures with the same formula, charge and spin is 405.7 kJ/mol.

Each line ends with the Mulliken charge.
Positions of all 18 atoms, in Å:
C  -2.467  -0.231  -0.406  0.151
N  -1.598  -0.666  0.353  -0.237
H  2.693  1.461  -0.987  0.244
C  1.929  -0.449  -0.432  -0.019
H  2.888  -0.037  1.484  0.299
C  0.742  -1.016  -0.081  -0.014
H  -0.395  -2.330  0.780  0.247
H  4.034  -0.508  0.116  0.315
H  -3.152  0.909  1.130  0.288
C  -3.436  0.697  0.122  -1.039
C  -0.467  -1.342  0.261  -0.116
H  -4.441  0.495  0.098  0.349
C  2.366  0.983  -0.041  -0.337
H  -2.486  -0.514  -1.447  0.408
H  1.886  1.717  0.572  0.337
H  2.276  -0.724  -1.487  0.328
H  -3.493  1.678  -0.511  0.269
C  3.121  -0.123  0.475  -0.472

Force components x, y, z for each atom (eV/Å):
C -0.921 -0.116 -1.837
N 0.873 0.193 1.929
H -0.241 -0.370 0.607
C -0.358 -2.174 -2.411
H 0.187 -1.336 1.974
C -0.252 1.718 -0.235
H -0.359 0.339 -0.305
H 0.859 -0.120 -0.278
H 0.014 0.458 0.613
C 0.826 3.483 -0.827
C 1.400 -2.084 0.739
H -2.411 -1.496 -0.147
C 1.587 1.868 -2.750
H -0.052 -0.082 -0.511
H -0.730 -0.485 0.594
H -0.421 0.500 1.566
H 0.758 -1.496 1.015
C -0.760 1.200 0.265

No. 3
C2H7O3P | ωB97M-V/def2-TZVPD

Its charge is 0. As for the structure (SMILES): C=P(O)(O)OC. The HOMO energy is -7.99 eV. The calculated total energy is -17618.260 eV. The value obtained for the molar mass is 110.05 g mol⁻¹. The spin multiplicity is 1. The energy above the lowest of the compared OMol25 structures with the same formula, charge and spin is 116.6 kJ/mol.

Each line ends with the Mulliken charge.
Positions of all 13 atoms, in Å:
H  2.222  -0.110  0.313  0.275
H  2.285  -1.404  -1.012  0.213
H  -0.750  2.162  -1.052  0.322
O  0.442  -1.024  -0.104  -0.381
O  0.110  0.941  1.367  -0.553
C  1.878  -1.116  -0.030  -0.494
C  -1.379  1.384  -0.972  -1.103
P  -0.693  0.151  0.099  1.040
H  -1.836  0.982  -1.830  0.301
H  2.137  -1.997  0.629  0.203
H  -2.519  -1.044  0.449  0.314
H  -0.170  1.862  1.314  0.319
O  -1.726  -0.787  0.828  -0.457

Force components x, y, z for each atom (eV/Å):
H 0.362 -1.157 -0.105
H -0.252 0.542 0.159
H 2.253 2.731 -0.573
O -1.087 0.117 -0.485
O -1.290 -0.819 -2.007
C -0.382 0.279 0.301
C -0.427 -4.837 3.157
P 2.200 1.907 0.648
H -0.614 -0.254 -1.020
H -0.332 1.356 -0.232
H -2.362 -0.376 -1.318
H -0.070 0.121 0.239
O 2.000 0.391 1.236

No. 4
C3H6N2O | ωB97M-V/def2-TZVPD

Its charge is 0. As for the structure (SMILES): C/N=C/NC=O. The HOMO energy is -9.25 eV. The calculated total energy is -8234.980 eV. The value obtained for the molar mass is 86.09 g mol⁻¹. The spin multiplicity is 1. The energy above the lowest of the compared OMol25 structures with the same formula, charge and spin is 165.8 kJ/mol.

Each line ends with the Mulliken charge.
Positions of all 12 atoms, in Å:
H  -1.251  2.455  -0.756  0.320
N  -1.571  0.434  -0.281  -0.226
H  1.619  -2.099  -0.032  0.289
O  -0.787  2.086  1.162  -0.424
N  0.612  -0.164  0.101  -0.382
C  -1.176  1.747  0.081  0.055
H  -0.866  -1.508  -0.598  0.340
C  -0.542  -0.515  -0.263  -0.038
H  2.623  -0.635  -0.125  0.248
H  1.896  -1.084  1.401  0.259
H  -2.274  0.341  -1.009  0.295
C  1.716  -1.059  0.321  -0.737

Force components x, y, z for each atom (eV/Å):
H -0.214 0.240 -0.043
N 0.176 0.056 0.175
H -0.285 0.193 -0.046
O -0.230 -0.349 -0.480
N -0.329 -0.207 -0.144
C -0.251 0.468 0.168
H 0.175 -0.054 0.140
C 0.498 -0.174 0.109
H -0.212 -0.042 0.013
H 0.045 -0.086 -0.086
H 0.431 0.130 0.135
C 0.197 -0.175 0.060

No. 5
C24H43N6O5P | ωB97M-V/def2-TZVPD

The expectation value of S² is 0.75. Its charge is +1. The HOMO energy (alpha / beta) is -10.30 / -10.86 eV. The calculated total energy is -54029.174 eV. The value obtained for the molar mass is 526.62 g mol⁻¹. The spin multiplicity is 2. The energy above the lowest of the compared OMol25 structures with the same formula, charge and spin is 804.0 kJ/mol.

Each line ends with the Mulliken spin population.
Positions of all 79 atoms, in Å:
H  2.916  6.770  3.628  -0.001
C  -0.155  4.037  2.566  0.019
H  4.333  -0.470  0.063  0.000
H  0.537  2.176  3.563  0.001
H  -3.197  1.363  -0.265  0.000
H  0.928  -1.942  -2.535  0.000
H  6.118  -0.354  -1.936  0.000
H  -0.177  -4.645  -2.995  0.000
H  3.885  4.004  3.803  0.000
H  3.595  3.863  1.284  0.000
H  -8.304  -4.491  -0.627  0.000
H  -4.758  -2.164  1.181  0.000
N  -6.143  -3.864  -1.134  0.001
H  -1.946  5.006  3.426  -0.002
H  -7.900  -0.996  -4.163  0.000
C  -1.581  -3.550  -1.829  0.000
C  -4.221  -1.479  0.398  0.000
C  -7.623  -3.790  -1.312  -0.001
H  1.845  2.539  0.098  0.002
H  -2.316  3.622  2.387  0.000
H  0.194  3.510  4.684  -0.012
H  2.443  3.032  3.837  0.001
H  1.933  2.154  1.803  0.001
N  -0.334  -4.031  -2.139  0.000
C  1.572  -2.696  -1.870  0.000
H  -1.864  5.147  1.657  0.001
H  5.860  -1.684  -3.335  0.000
C  3.109  6.207  2.706  -0.007
C  -5.774  -1.863  -3.119  0.001
H  3.175  -2.420  -3.466  0.000
C  4.187  -3.573  -1.636  0.000
O  -1.947  -1.043  2.330  0.000
H  -3.061  -4.336  -3.478  0.000
C  -7.421  -1.718  -3.378  -0.001
H  2.521  4.517  4.797  -0.006
N  -1.779  -2.666  -0.582  0.000
H  2.400  4.859  0.470  0.003
C  2.580  -4.617  -3.450  0.000
H  6.214  -2.795  -0.946  0.000
O  -4.148  0.629  2.340  0.000
H  2.141  -5.449  -2.755  0.000
H  3.618  -5.018  -3.881  0.000
P  -3.153  -0.189  1.393  0.000
H  1.905  -2.046  -0.927  0.000
H  -4.992  -1.199  -3.714  0.000
C  2.790  4.064  3.836  0.013
C  -5.338  -2.968  -2.009  -0.001
C  5.412  -1.194  -2.354  0.000
H  -2.460  -1.418  3.115  0.000
H  1.899  -4.324  -4.356  0.000
C  -8.263  -2.774  -2.410  0.001
C  5.146  -2.324  -1.198  0.000
N  0.781  5.180  2.849  0.272
C  2.543  4.172  1.319  0.022
H  -9.447  -2.790  -2.526  0.000
C  1.660  2.947  1.098  -0.023
N  -3.808  -3.109  -1.830  0.000
H  2.928  6.873  1.855  0.000
H  4.829  -4.415  -2.133  0.000
C  4.678  -1.588  0.229  0.000
O  -2.422  0.906  0.213  0.000
C  2.244  4.906  2.651  0.023
C  2.942  -3.204  -2.629  0.000
C  -1.652  4.488  2.506  -0.004
O  0.429  6.241  1.995  0.652
H  -0.413  2.390  1.152  0.003
H  4.378  -0.699  -2.677  0.000
O  0.721  -3.775  -1.346  0.000
N  -2.884  -3.789  -2.607  0.000
C  0.182  3.306  1.240  0.022
H  4.179  5.969  2.686  0.000
H  -4.996  -0.809  -0.209  0.000
H  -1.109  2.599  3.957  0.002
C  -0.120  3.028  3.751  0.018
H  3.912  -2.244  0.822  0.000
H  -0.098  3.935  0.384  -0.002
C  -3.267  -2.378  -0.608  0.000
H  5.648  -1.512  0.921  0.000
H  3.756  -4.037  -0.624  0.000

Force components x, y, z for each atom (eV/Å):
H -0.061 -0.139 -0.183
C -1.379 -1.111 0.712
H 0.348 -2.431 0.305
H 0.071 0.139 0.054
H 1.475 -0.896 1.276
H 1.283 -1.931 1.266
H -1.351 -1.728 -0.918
H -0.164 1.093 1.628
H -0.250 0.203 -0.177
H -0.092 0.204 0.244
H 1.793 1.794 -1.761
H 1.017 1.264 -1.640
N -2.163 3.350 -3.784
H 0.135 -0.063 -0.149
H 0.986 -1.607 1.789
C -2.071 1.629 1.724
C 1.120 -0.304 -0.861
C 2.368 2.834 -2.617
H -0.028 0.024 0.081
H 0.412 -0.053 0.129
H 0.011 -0.038 -0.244
H -0.100 0.087 0.016
H -0.039 0.033 0.011
N -2.936 -0.536 -1.985
C 1.495 2.658 0.127
H 0.262 0.022 0.235
H -0.749 1.047 2.104
C -0.682 0.194 -0.271
C -3.426 -2.202 1.816
H -0.157 -1.398 1.828
C -0.283 0.365 0.632
O -2.928 1.234 -1.765
H -0.115 0.805 1.317
C 2.750 -4.108 4.053
H -0.024 -0.040 -0.199
N -5.050 -1.592 -4.021
H -0.055 0.011 0.330
C 1.130 0.804 -0.280
H -2.369 0.895 -0.641
O 3.655 -3.391 -3.721
H 0.714 1.661 -1.324
H -2.463 0.791 0.817
P -2.148 3.267 3.211
H -0.861 -1.615 -1.873
H -1.734 -1.699 1.527
C -0.106 -0.237 0.077
C -2.086 0.391 -1.786
C -0.769 -0.287 -0.198
H 0.774 0.891 -1.259
H 1.066 -0.887 1.657
C 1.899 0.478 -0.219
C 1.072 0.224 0.645
N -0.791 2.489 -4.309
C -0.396 0.098 -0.271
H 2.871 0.067 0.298
C 0.017 0.043 0.140
N -2.706 3.267 4.180
H -0.195 -0.172 0.208
H -1.183 1.710 0.811
C 1.162 0.010 0.045
O -2.206 -2.337 1.443
C 1.831 -0.094 0.866
C -0.992 -1.726 -0.496
C 0.453 0.607 -0.307
O 0.833 -2.570 2.636
H -0.095 0.209 0.242
H 2.236 -0.901 0.793
O 0.730 0.752 0.091
N 4.286 1.396 3.586
C 0.299 0.189 -0.122
H -0.318 -0.280 0.049
H 1.667 -1.737 1.201
H 0.122 0.207 -0.288
C 0.178 -0.126 0.249
H 1.256 1.434 -1.202
H -0.027 0.123 0.229
C 3.126 -3.497 -4.069
H -2.159 -0.142 -1.491
H 0.809 0.884 -2.242

No. 6
C3H8N2O2S | ωB97M-V/def2-TZVPD

Its charge is 0. As for the structure (SMILES): CO/N=C(/CS)NO. The HOMO energy is -8.78 eV. The calculated total energy is -21147.460 eV. The value obtained for the molar mass is 136.18 g mol⁻¹. The spin multiplicity is 1. The energy above the lowest of the compared OMol25 structures with the same formula, charge and spin is 326.6 kJ/mol.

Each line ends with the Mulliken charge.
Positions of all 16 atoms, in Å:
N  0.727  0.631  0.179  -0.507
O  1.019  0.074  1.418  -0.182
H  -1.803  0.954  -1.716  0.358
C  -0.793  0.667  -1.613  -0.605
S  -0.429  -0.562  -2.996  -0.229
H  -0.250  1.579  -1.950  0.321
N  -1.155  -0.810  0.451  -0.168
C  -0.378  0.156  -0.263  0.417
H  2.436  0.269  2.860  0.282
H  2.998  0.640  1.307  0.289
C  2.153  0.725  1.921  -0.616
H  -0.989  -1.653  -2.465  0.128
H  -0.608  -1.465  1.017  0.278
H  -2.897  -1.440  0.044  0.344
H  1.993  1.763  2.195  0.273
O  -2.025  -1.529  -0.390  -0.383

Force components x, y, z for each atom (eV/Å):
N -0.823 -0.043 -0.032
O 0.114 -0.134 0.192
H -1.336 -0.093 0.329
C 1.005 -0.562 -1.184
S 0.095 0.626 0.466
H 0.122 -0.846 0.749
N 0.666 0.913 -0.375
C 0.172 -0.293 -0.032
H -0.249 -0.554 0.248
H 1.020 -0.067 -1.311
C -0.174 0.199 1.681
H -0.144 0.108 0.134
H -0.038 0.458 -0.418
H 0.592 0.005 -0.346
H -0.379 0.342 -0.429
O -0.645 -0.062 0.329

Which formula does entry 4 have? C3H6N2O